{
  "formula": "C38H84N4O6",
  "method": "ωB97M-V/def2-TZVPD",
  "e_tot_ha": -2168.52081,
  "gap_ev": 8.512,
  "smiles": "CC1(C)CCCC(C)(C)N1O.CC1(C)CCCC(C)(C)N1O.CC1(C)CCCC(C)(C)N1O.CC1(C)CCCC(C)(C)N1O.CCO.O",
  "multiplicity": 1,
  "relative_energy_ev": 0.215,
  "charge": 0,
  "symbols": ["C", "C", "C", "C", "C", "C", "C", "C", "C", "N", "O", "H", "H", "H", "H", "H", "H", "H", "H", "H", "H", "H", "H", "H", "H", "H", "H", "H", "H", "H", "C", "C", "C", "C", "C", "C", "C", "C", "C", "N", "O", "H", "H", "H", "H", "H", "H", "H", "H", "H", "H", "H", "H", "H", "H", "H", "H", "H", "H", "H", "C", "C", "C", "C", "C", "C", "C", "C", "C", "N", "O", "H", "H", "H", "H", "H", "H", "H", "H", "H", "H", "H", "H", "H", "H", "H", "H", "H", "H", "H", "C", "C", "C", "C", "C", "C", "C", "C", "C", "N", "O", "H", "H", "H", "H", "H", "H", "H", "H", "H", "H", "H", "H", "H", "H", "H", "H", "H", "H", "H", "C", "C", "O", "H", "H", "H", "H", "H", "H", "O", "H", "H"],
  "coordinates": [[0.46792, -6.05328, -3.39225], [0.36071, -4.51451, -3.42099], [1.52956, -3.97942, -2.56136], [0.59553, -4.09573, -4.88093], [0.24521, -2.62297, -5.18156], [-1.18664, -2.39768, -4.72639], [-1.35647, -2.66012, -3.22718], [-0.73088, -1.57846, -2.32996], [-2.87167, -2.62636, -2.95455], [-0.92099, -4.03130, -2.91026], [-1.18554, -4.41549, -1.59840], [0.51452, -6.46322, -2.38543], [-0.35359, -6.44153, -3.99240], [1.41324, -6.31655, -3.87073], [1.55653, -4.51342, -1.60675], [2.51329, -4.18472, -2.99491], [1.53912, -2.89937, -2.40761], [1.65553, -4.27971, -5.06951], [0.08134, -4.78515, -5.55841], [1.00340, -2.08781, -4.60040], [0.43449, -2.40128, -6.23064], [-1.82295, -3.11780, -5.24323], [-1.48027, -1.37382, -4.96265], [0.16441, -1.12580, -2.76388], [-0.41112, -1.99509, -1.36980], [-1.43007, -0.78794, -2.05340], [-3.28455, -1.66567, -3.27613], [-3.06135, -2.64412, -1.87932], [-3.38670, -3.46191, -3.42387], [-0.50235, -4.00694, -1.03300], [-5.92542, 0.07726, -4.68966], [-5.62219, 1.32171, -3.82733], [-6.82825, 2.27841, -3.79092], [-5.41933, 0.88938, -2.37397], [-4.02675, 0.29442, -2.14651], [-2.92746, 1.27902, -2.58495], [-3.08967, 1.66544, -4.06712], [-2.17233, 2.89467, -4.22247], [-2.56076, 0.56813, -5.00007], [-4.47082, 2.08670, -4.28468], [-4.65702, 2.57398, -5.59117], [-5.92337, 0.37104, -5.73887], [-5.31714, -0.79758, -4.47727], [-6.95461, -0.20844, -4.44799], [-7.72439, 1.76925, -3.44100], [-6.55044, 3.10525, -3.13549], [-7.05109, 2.75901, -4.74638], [-5.53420, 1.71730, -1.66776], [-6.09371, 0.12299, -1.98141], [-3.95104, 0.06304, -1.08291], [-3.87757, -0.58886, -2.77308], [-1.99417, 0.74727, -2.38926], [-2.95369, 2.18517, -1.97720], [-2.51662, 3.74847, -3.63385], [-2.11156, 3.28800, -5.24446], [-1.14439, 2.63288, -3.96863], [-3.25370, -0.27107, -4.90362], [-1.58067, 0.19195, -4.70595], [-2.53914, 0.90048, -6.03590], [-4.44049, 3.51179, -5.54428], [2.55450, -3.15946, 3.19973], [3.00243, -1.68876, 2.98366], [2.00955, -0.71413, 3.63625], [4.40638, -1.43714, 3.55232], [5.56231, -1.96591, 2.70801], [5.41817, -1.61931, 1.23217], [4.04304, -1.90709, 0.60545], [3.96018, -1.07940, -0.68248], [3.87615, -3.38008, 0.21134], [3.04344, -1.38529, 1.54394], [1.74972, -1.43631, 0.94951], [3.38661, -3.85803, 3.08046], [2.07648, -3.26831, 4.17187], [1.87104, -3.54308, 2.43527], [2.12046, 0.28158, 3.20093], [0.98992, -0.99889, 3.37379], [2.18808, -0.71039, 4.70927], [4.56022, -0.39243, 3.82553], [4.39775, -1.99840, 4.49426], [6.53534, -1.60134, 3.03965], [5.63455, -3.05315, 2.81218], [6.12725, -2.27202, 0.70663], [5.75083, -0.61750, 0.95691], [4.77289, -1.41739, -1.33116], [4.06615, -0.02286, -0.44184], [3.06539, -1.21666, -1.29276], [4.37322, -3.67530, -0.71329], [2.84088, -3.58345, -0.08736], [4.15458, -4.01564, 1.05224], [1.55196, -2.38805, 0.97177], [-0.07531, 4.00082, 2.64230], [0.00879, 3.92205, 4.16083], [-0.59878, 5.20959, 4.77623], [-0.91360, 2.75796, 4.62340], [-0.65841, 2.28839, 6.06548], [0.82771, 2.12400, 6.31251], [1.72339, 3.31121, 5.89490], [1.68754, 4.45484, 6.88184], [3.13554, 2.68200, 5.88384], [1.40578, 3.64824, 4.49274], [2.20770, 4.74852, 4.05397], [-1.05332, 3.82070, 2.19591], [0.33739, 4.95069, 2.30271], [0.55093, 3.19397, 2.24904], [-0.90208, 5.08726, 5.81568], [0.04600, 6.08979, 4.72156], [-1.46925, 5.46827, 4.16899], [-1.94694, 3.10269, 4.61687], [-0.74091, 1.93350, 3.92889], [-1.17092, 2.95594, 6.76198], [-1.14658, 1.32017, 6.20788], [1.18705, 1.20639, 5.84499], [1.04164, 1.96356, 7.37557], [1.95529, 5.39043, 6.38713], [2.43162, 4.33330, 7.67247], [0.72253, 4.57392, 7.37654], [3.25988, 1.81826, 5.23530], [3.41126, 2.38565, 6.89979], [3.86795, 3.46376, 5.64987], [2.99826, 4.27650, 3.75851], [-1.17971, 1.09488, 0.71266], [-0.07896, 1.16231, -0.32471], [1.20047, 1.26117, 0.28197], [-1.68722, 0.14068, 0.88310], [-2.00430, 1.79245, 0.52602], [-0.83170, 1.36571, 1.71075], [-0.17103, 1.94925, -1.07555], [-0.08146, 0.23970, -0.92645], [1.51979, 0.36809, 0.45900], [3.68916, 1.79133, 1.54803], [3.59180, 0.84843, 1.76512], [2.93589, 1.97795, 0.95817]],
  "forces_ev_per_a": [[-0.1, 0.7, -0.2], [1.1, 0.1, 0.6], [0.6, -0.1, 0.1], [-0.1, 0.1, -0.4], [0.7, -1.4, 0.6], [0.9, 0.1, 0.0], [-1.1, 0.0, 0.6], [0.5, -0.1, 0.1], [0.2, 0.1, 0.3], [-0.2, -0.4, -1.7], [0.4, 0.2, 0.3], [-0.4, 0.0, 0.0], [0.0, -0.4, 0.3], [0.0, -0.1, -0.1], [-0.1, 0.3, 0.1], [-0.2, -0.2, -0.2], [-0.3, 0.0, 0.1], [0.0, 0.1, 0.0], [-0.3, 0.2, 0.1], [-0.4, 0.6, 0.0], [-0.2, 0.1, -0.1], [-0.2, 0.1, -0.2], [-0.1, -0.8, 0.1], [-0.1, 0.1, -0.1], [0.0, -0.1, 0.0], [0.1, -0.4, -0.3], [0.5, -1.2, -0.6], [0.0, -0.2, 0.0], [0.0, 0.0, -0.1], [-0.2, -0.1, -0.1], [-1.0, 0.6, 0.2], [-0.9, -0.5, 0.0], [0.3, 0.4, -0.5], [1.3, -0.4, 0.8], [0.0, 1.1, -0.5], [-1.0, -0.8, 0.3], [1.3, 0.7, 0.3], [-0.1, 0.5, -0.8], [-1.0, -0.1, 0.4], [0.6, 0.7, 1.1], [0.0, -0.4, -0.5], [0.3, -0.3, -0.1], [0.3, 0.1, -0.2], [0.0, -0.1, -0.1], [0.0, 0.0, 0.1], [-0.2, -0.1, 0.2], [0.0, -0.4, -0.1], [0.0, 0.3, -0.3], [-0.6, 0.1, -0.8], [0.3, -0.3, -0.1], [-0.7, 0.7, 0.9], [0.2, 0.7, -0.4], [0.0, 0.0, 0.1], [0.1, -0.2, 0.3], [-0.1, -0.4, -0.1], [0.0, 0.0, 0.3], [0.2, -0.1, -0.4], [0.0, 0.8, 0.1], [0.0, 0.0, 0.0], [-0.1, 0.0, 0.2], [0.4, -0.1, -0.1], [-0.2, -0.4, -0.9], [0.0, -0.3, -0.7], [0.2, -0.6, 0.7], [-0.3, 0.0, -0.3], [0.6, -0.9, -0.7], [0.1, 0.3, -0.4], [0.2, -0.1, -0.2], [-0.7, -0.2, 0.3], [0.0, 1.4, -0.5], [0.4, -0.8, 0.6], [0.2, 0.1, 0.5], [0.1, -0.2, 0.0], [-0.4, 0.4, 0.1], [0.3, 0.1, 0.3], [-0.1, -0.2, 0.4], [-0.3, 0.1, 0.1], [-0.2, 0.1, -0.3], [0.2, 0.3, 0.1], [-0.1, 0.2, 0.3], [-0.2, 0.0, 0.0], [0.0, 0.1, -0.1], [-0.3, 0.2, 0.5], [0.2, 0.3, 0.1], [0.1, 0.1, -0.2], [-0.2, -0.1, 0.4], [0.7, 0.3, 0.3], [-0.1, 0.0, 0.5], [0.0, -0.3, -0.3], [-0.5, 0.2, -0.3], [0.7, -0.3, -0.4], [-1.3, 0.5, 0.4], [0.2, 0.3, -0.3], [0.9, 0.0, 0.6], [-0.1, -0.1, -0.5], [0.0, 0.3, 0.7], [0.4, -1.6, -0.5], [0.1, 0.7, 0.4], [0.5, 1.1, 0.6], [-0.4, -0.6, 0.4], [0.0, -0.3, 0.3], [-0.3, 0.3, 0.4], [-0.1, 0.0, -0.2], [0.1, 0.2, -0.1], [0.0, -0.1, 0.0], [0.3, -0.2, 0.0], [-0.2, -0.1, 0.2], [0.0, -0.1, -0.7], [-0.3, -0.1, 0.0], [0.4, 0.2, 0.1], [0.0, 0.0, 0.0], [-0.1, 0.1, -0.4], [-0.2, 0.0, 0.0], [-0.2, 0.0, 0.0], [-0.1, -0.2, 0.0], [-0.1, 0.0, -0.1], [-0.2, 0.1, -0.3], [-0.2, -0.1, 0.0], [0.1, -0.2, -0.3], [-0.1, 0.3, -0.3], [-1.2, 0.5, 0.7], [0.4, -1.3, -0.4], [0.3, 0.4, -0.1], [0.4, -0.3, -0.5], [0.1, 0.0, -0.2], [0.4, 0.1, -0.2], [-0.1, 0.4, 0.5], [-0.1, 0.3, 0.2], [-0.2, -0.1, 0.0], [0.0, -0.1, -0.1], [0.0, 0.2, -0.2], [0.2, -0.1, 0.3]],
  "lowdin_charge": [-0.03, -0.51, -0.05, -0.14, -0.16, -0.13, -0.47, -0.02, -0.03, -0.11, 0.00, 0.08, 0.09, 0.09, 0.07, 0.09, 0.06, 0.11, 0.12, 0.10, 0.11, 0.13, 0.06, 0.09, 0.08, 0.04, 0.02, 0.09, 0.10, 0.08, -0.01, -0.51, -0.04, -0.13, -0.17, -0.13, -0.49, -0.04, -0.01, -0.10, -0.01, 0.09, 0.07, 0.08, 0.08, 0.08, 0.08, 0.12, 0.13, 0.12, 0.04, 0.08, 0.12, 0.09, 0.08, 0.09, 0.07, 0.07, 0.10, 0.11, -0.01, -0.50, -0.02, -0.12, -0.16, -0.13, -0.51, -0.03, -0.02, -0.10, -0.04, 0.07, 0.09, 0.07, 0.08, 0.09, 0.08, 0.12, 0.12, 0.12, 0.11, 0.12, 0.12, 0.09, 0.08, 0.07, 0.09, 0.05, 0.08, 0.08, -0.04, -0.51, -0.03, -0.12, -0.17, -0.14, -0.51, -0.03, -0.04, -0.08, -0.02, 0.08, 0.09, 0.07, 0.07, 0.08, 0.08, 0.12, 0.10, 0.10, 0.11, 0.10, 0.12, 0.08, 0.08, 0.08, 0.07, 0.08, 0.08, 0.10, -0.07, -0.28, -0.10, 0.07, 0.07, 0.04, 0.11, 0.07, 0.04, -0.08, -0.01, 0.02]
}